Record 1
Below is 17 unconnected molecules or ions with the total composition C8H41BO21, with properties calculated with ωB97M-V/def2-TZVPD.

```
! RIJCOSX wB97M-V def2-TZVPD def2/J DEFGRID3
* xyz 0 1
C 2.45836 -0.27141 1.68055
C 1.51580 -0.09754 0.57082
C -0.05202 -0.14680 0.85829
C -0.81657 1.24897 0.75756
C -0.39902 2.58975 0.93101
C 1.07220 3.07664 1.28846
B 1.92641 3.43272 -0.06112
O 2.22337 2.52176 -1.12986
O 2.43439 4.79651 -0.22056
C -1.73050 3.47198 0.72520
O -1.88727 4.69305 0.90569
O -2.79233 2.60418 0.33169
C -2.37626 1.24293 0.43763
O -3.09180 0.21742 0.29883
H 2.79198 0.57893 2.36020
H 2.93409 -1.30619 1.86962
H 1.93903 0.10118 -0.46633
H -0.30494 -0.67294 1.85270
H -0.50503 -0.82035 0.03425
H 1.00232 4.04876 1.89312
H 1.56840 2.30411 1.96716
H 3.09987 2.07333 -0.97010
H 2.78494 5.00824 0.67927
O -1.61325 -1.72651 -1.77129
H -1.62903 -2.59740 -1.35230
H -2.23093 -1.20207 -1.24446
O 0.75857 -2.64099 -3.51308
H 0.06124 -2.32665 -2.92119
H 0.86191 -1.92746 -4.15542
O 0.17928 6.50953 -0.20691
H -0.28002 6.14288 0.55935
H 0.47415 5.73211 -0.69687
O 1.71962 -1.22517 4.29410
H 2.31607 -1.64320 4.92829
H 0.88733 -1.13704 4.77760
O -0.58693 5.01149 -2.80032
H -1.28483 5.32988 -2.21270
H -0.48474 5.72072 -3.44629
O 5.33698 2.59482 -1.20916
H 4.92413 3.29700 -1.72990
H 6.26397 2.61913 -1.47514
O 1.26416 -5.36502 -2.89313
H 0.85536 -4.65340 -3.40879
H 2.19056 -5.34452 -3.16024
O 2.25075 -7.29554 -0.43843
H 1.74410 -6.79517 -1.09256
H 2.05801 -8.21770 -0.64920
O -0.83506 -8.53899 0.37517
H -0.08680 -7.92631 0.36831
H -1.15171 -8.53050 -0.53717
O -2.44144 -6.75783 -1.09814
H -2.67103 -7.24481 -0.29522
H -3.22100 -6.85103 -1.65986
O 2.12748 -2.42106 -5.93337
H 1.83586 -3.08259 -6.57243
H 2.94275 -2.78901 -5.57132
O 4.35633 -1.25823 5.21559
H 4.88930 -0.48880 4.98218
H 4.55889 -1.90090 4.52375
O -5.05858 1.42992 -2.18889
H -4.46598 1.00599 -1.55458
H -5.88903 1.52908 -1.70256
O -4.30835 6.30111 1.96574
H -4.06534 6.59615 2.85123
H -3.68285 5.58795 1.77646
O 0.19757 0.84073 5.63655
H 1.11365 1.14361 5.67033
H -0.29816 1.54134 6.07795
O -7.65865 0.89468 -0.74865
H -8.16957 1.39265 -1.39963
H -7.85020 -0.02805 -0.95747
*
```

Output
frontier orbital gap = 6.1 eV
HOMO = -7.4187 eV

---

Record 2
Below is a molecular structure, C8H4BF6NO6PtS2SbSe4, with properties calculated with ωB97M-V/def2-TZVPD.

```
! RIJCOSX wB97M-V def2-TZVPD def2/J DEFGRID3
* xyz -1 3
Pt -1.41079 -0.61587 0.08953
F -1.08829 -2.11035 4.76597
C -1.99433 -1.51040 3.96194
F -3.18097 -1.54296 4.59379
F -1.71530 -0.25149 3.61612
S -2.25350 -2.52907 2.31327
O -3.18832 -1.71984 1.55444
O -2.52796 -3.85091 2.66875
N -0.90566 -2.22392 1.55572
S 0.38350 -3.11386 1.69094
O 1.02889 -3.05951 0.45613
O 0.11751 -4.37136 2.25890
C 1.57451 -2.35446 2.97222
F 1.38747 -3.13441 4.03123
F 2.81585 -2.29485 2.51585
F 1.12837 -1.13597 3.30638
O 0.96234 0.88438 -0.67944
B 0.17545 -0.22904 -0.90878
O 0.70065 -0.93368 -2.03676
C 1.81255 -0.24552 -2.39772
C 2.63820 -0.39009 -3.53677
C 3.55583 0.64221 -3.76724
C 3.67268 1.78541 -2.91691
C 2.89039 1.90430 -1.77812
C 1.98348 0.88427 -1.61828
H 2.51432 -1.19403 -4.13696
H 4.21326 0.49881 -4.63604
H 4.39334 2.66999 -3.00755
H 2.88862 2.68812 -1.01493
Se -6.05424 8.91928 -2.09513
Sb -4.31851 8.81481 -3.77344
Se -5.46664 6.66248 -2.96545
Se -4.19034 1.51469 0.17303
Se -2.54237 0.94284 -1.25469
*
```

Output
frontier orbital gap (spin up / spin down) = 5.6 / 5.1 eV
HOMO (spin up / spin down) = -4.8936 / -5.0228 eV
⟨S²⟩ = 2.01

---

Record 3
Below is a molecular structure, C8H4NOPtS6, with properties calculated with ωB97M-V/def2-TZVPD.

```
! RIJCOSX wB97M-V def2-TZVPD def2/J DEFGRID3
* xyz -1 1
Pt 0.15847 -0.13491 -0.11584
S 2.66666 -5.53100 -4.24468
C 2.11142 -4.27969 -3.30986
S 2.87403 -3.75432 -1.86001
C 1.77137 -2.46541 -1.45057
C 0.74728 -2.28374 -2.30235
S -0.51401 -1.10553 -2.05533
S 0.70414 -3.36046 -3.67616
S 2.02742 -1.46069 -0.05198
O 0.61432 0.59624 1.77389
N 0.37199 1.89332 1.96303
C 0.99216 2.46730 3.01778
C 0.74455 3.76243 3.37034
C -0.18141 4.49170 2.61224
C -0.79210 3.89652 1.54306
C -0.50962 2.56243 1.17766
S -1.17132 1.81904 -0.20343
H 1.67237 1.80308 3.52849
H 1.25889 4.19175 4.21702
H -0.40794 5.51966 2.86415
H -1.50455 4.43007 0.93016
*
```

Output
frontier orbital gap = 6.1 eV
HOMO = -3.5744 eV

---

Record 4
Below is a molecular structure, C8H5AgAsF6NO10S3, with properties calculated with ωB97M-V/def2-TZVPD.

```
! RIJCOSX wB97M-V def2-TZVPD def2/J DEFGRID3
* xyz -2 1
Ag -0.71579 -1.09307 -0.13862
F 0.84137 -1.74422 -5.16372
C 1.34284 -1.68480 -3.91723
F 1.21930 -2.89583 -3.36301
F 2.65544 -1.40545 -4.01798
S 0.53928 -0.36158 -2.92059
O 1.28015 -0.42060 -1.68438
O 0.64039 0.80258 -3.75063
N -0.88306 -1.10106 -2.88816
S -2.37604 -0.58505 -2.65143
O -2.87698 -0.85503 -1.31318
O -2.82797 0.58514 -3.34116
C -3.12925 -1.95916 -3.61589
F -2.87062 -3.16213 -3.08513
F -2.72107 -1.97552 -4.89327
F -4.46826 -1.78608 -3.61451
O 1.02145 -1.83355 4.19410
As 1.37388 -1.26591 2.52243
O 2.92617 -1.64416 2.16264
O 0.10093 -2.00339 1.71512
C 1.19587 0.63463 2.87929
C 1.57834 1.03882 4.15861
C 1.53457 2.37097 4.53745
C 1.10286 3.31904 3.61930
C 0.73830 2.94309 2.34011
C 0.78686 1.59701 1.95345
S -1.02248 1.97467 0.02703
O 0.49131 1.23022 0.68606
O -2.01019 1.31464 0.88314
O -0.93977 1.37878 -1.30357
H 0.26009 -2.41444 4.06361
H 1.89785 0.28593 4.86639
H 1.83333 2.66539 5.53679
H 1.05863 4.36669 3.89797
H 0.42229 3.68340 1.61895
*
```

Output
frontier orbital gap = 8.0 eV
HOMO = -3.0880 eV

---

Record 5
Below is a molecular structure, C8H5Br4N, with properties calculated with ωB97M-V/def2-TZVPD.

```
! RIJCOSX wB97M-V def2-TZVPD def2/J DEFGRID3
* xyz 0 1
C 1.53501 -0.03227 1.93315
C 0.27511 0.10274 2.49496
C 1.67419 -0.17330 0.56110
C -0.86369 0.07496 1.71082
C 0.54622 -0.16465 -0.23549
C -0.73177 -0.07751 0.33516
C 0.53543 -0.25743 -1.73138
C -0.80919 0.23744 -2.18274
N -1.76525 -0.24061 -0.55688
Br 0.83380 -2.13190 -2.28776
Br -0.92421 2.13276 -2.26634
Br -1.72179 -0.60390 -3.58591
Br -3.32767 0.70755 -0.39053
H 2.41169 -0.00167 2.56251
H 0.17275 0.23360 3.56127
H 2.64904 -0.28497 0.10975
H -1.84731 0.17094 2.14553
H 1.35763 0.30823 -2.17721
*
```

Output
frontier orbital gap = 8.2 eV
HOMO = -8.3918 eV

---

Record 6
Below is C8H5BrOS in the gas phase, with properties calculated with ωB97M-V/def2-TZVPD.

```
! RIJCOSX wB97M-V def2-TZVPD def2/J DEFGRID3
* xyz 0 1
O -2.56584 0.49277 -0.33551
Br -1.14139 1.23019 -3.50063
C 0.81999 0.50712 -1.36801
C -0.38540 0.97728 -1.70318
C 2.06210 -0.04721 2.09960
C 0.99233 0.48286 2.78392
C 2.02919 -0.03004 0.70464
C -0.10367 0.84122 2.08942
C 0.89769 0.42600 0.07607
C -0.23093 0.80990 0.75030
S -1.45465 1.47018 -0.30445
H 1.60468 0.07764 -1.97447
H 3.08983 -0.25528 2.49526
H 0.84861 0.72787 3.75738
H 2.97083 -0.43839 0.26109
H -0.96653 1.19473 2.63541
*
```

Output
frontier orbital gap = 8.8 eV
HOMO = -9.1208 eV

---

Record 7
Below is a molecular structure, C8H5Cl2NO3SScTm, with properties calculated with ωB97M-V/def2-TZVPD.

```
! RIJCOSX wB97M-V def2-TZVPD def2/J DEFGRID3
* xyz 4 3
Sc 0.96552 -0.14295 -2.79762
Tm -0.75864 1.42812 1.63436
Cl -0.98933 -1.31155 -2.54832
Cl 1.01637 1.21716 -0.47579
C 0.14886 -1.07829 1.66425
C 1.80137 -1.58161 -4.34260
C 2.19669 -1.51778 -1.68927
O 0.63128 -2.10744 1.54380
O 2.09904 -2.47646 -4.98918
O 2.75219 -2.33742 -1.09447
S -2.66898 1.07246 -0.24246
C -2.92520 1.68983 1.32904
N -2.54865 3.03082 1.50962
C -1.84107 3.42951 2.61890
C -1.81138 2.58151 3.71648
C -2.31471 1.27520 3.64884
C -2.77584 0.78547 2.42272
H -2.67251 3.69385 0.74180
H -1.46832 4.45705 2.56788
H -1.41624 2.98094 4.63935
H -2.27763 0.63655 4.53056
H -2.89402 -0.29020 2.24562
*
```

Output
frontier orbital gap (spin up / spin down) = 7.2 / 7.1 eV
HOMO (spin up / spin down) = -23.6881 / -23.6990 eV
⟨S²⟩ = 2.00

---

Record 8
Below is C8H5ClN2OS in the gas phase, with properties calculated with ωB97M-V/def2-TZVPD.

```
! RIJCOSX wB97M-V def2-TZVPD def2/J DEFGRID3
* xyz 0 1
C 0.41150 3.02288 -1.78923
C 0.81563 -1.81265 1.48622
C -0.00644 -1.88091 2.56611
C 0.51347 -1.01848 0.41511
C -0.85567 -0.36224 0.77200
C -0.15965 1.90639 -1.13391
C 1.36796 -0.60793 -0.55281
C -1.24466 1.09075 -1.42850
N 1.01581 3.89382 -2.13739
N -1.66247 0.12396 -0.31979
O -2.23487 1.14458 -2.23822
S -1.50893 -1.15513 1.99550
Cl 2.83750 -1.36784 -0.63095
H 1.87302 -2.05955 1.28298
H -0.03547 -2.37058 3.44384
H 0.19762 1.47798 -0.26097
H -2.62483 -0.13440 -0.16110
H 1.30048 0.10933 -1.30889
*
```

Output
frontier orbital gap (spin up / spin down) = 5.1 / 5.1 eV
HOMO (spin up / spin down) = -7.7278 / -7.7297 eV

---

Max |F| / Eh/bohr: 0.10254; 0.08244; 0.01069; 0.01812; 0.07461; 0.06859; 0.15071; 0.16249
Total energy / eV: -52631.9860; -331960.6575; -80159.6083; -143991.9719; -290035.0816; -91299.7932; -102075.0775; -36756.4888